Here is a molecular structure, C26H45ClNPTi from the OMol25 dataset. Energies are from wB97M-V/def2-TZVPD.

Values from the calculation:
**Kohn-Sham gap (spin up / spin down)**: 0.152 / 0.152 hartree
**Net charge**: 0
**HOMO (spin up / spin down)**: -5.586 / -5.582 eV
**Total energy**: -74103.1196 eV
**Lowest unoccupied orbital energy (spin up / spin down)**: -1.46 / -1.45 eV

Geometry (Å):
Ti 1.326 0.271 -0.119
P 0.110 0.536 -2.138
Cl 1.412 2.489 0.290
C -2.508 -0.662 -0.514
H -3.466 -0.494 -0.978
H -2.068 0.123 0.085
C 2.067 0.652 -2.333
C -0.748 2.210 -2.366
C 2.382 0.749 -3.826
H 2.299 1.610 -1.841
C 3.841 1.156 -4.027
H 2.192 -0.234 -4.279
H 1.721 1.474 -4.313
C 4.839 0.280 -3.251
H 4.057 1.115 -5.099
H 3.958 2.200 -3.710
C 4.443 0.049 -1.790
H 4.921 -0.692 -3.750
H 5.826 0.747 -3.308
C 2.974 -0.442 -1.677
H 5.121 -0.665 -1.309
H 4.534 0.989 -1.235
H 2.864 -1.389 -2.220
H 2.824 -0.688 -0.562
C -0.579 -0.540 -3.519
C -2.249 2.080 -2.666
H -0.630 2.662 -1.365
C -2.931 3.455 -2.645
H -2.397 1.647 -3.665
H -2.712 1.381 -1.956
C -2.256 4.466 -3.586
H -3.987 3.348 -2.916
H -2.905 3.855 -1.624
C -0.730 4.518 -3.434
H -2.506 4.214 -4.624
H -2.663 5.465 -3.399
C -0.059 3.134 -3.371
H -0.294 5.082 -4.268
H -0.484 5.064 -2.514
H -0.098 2.687 -4.374
H 1.002 3.260 -3.115
C 0.156 -1.884 -3.662
H -1.603 -0.735 -3.146
C -0.571 -2.806 -4.648
H 1.185 -1.704 -4.008
H 0.241 -2.405 -2.702
C -0.813 -2.156 -6.017
H 0.016 -3.725 -4.769
H -1.538 -3.088 -4.209
C -1.392 -0.737 -5.916
H 0.136 -2.118 -6.568
H -1.495 -2.784 -6.600
C -0.654 0.140 -4.897
H -1.354 -0.246 -6.897
H -2.448 -0.798 -5.620
H 0.365 0.325 -5.264
H -1.146 1.119 -4.846
C -0.211 -1.677 -0.111
C -1.893 -1.922 -0.425
H 0.258 -1.781 -1.108
C -2.664 -2.690 0.656
H -1.895 -2.479 -1.392
C -1.890 -2.758 1.968
H -3.622 -2.196 0.855
H -2.892 -3.682 0.269
C -0.553 -3.456 1.741
H -1.699 -1.747 2.348
H -2.470 -3.288 2.741
C 0.426 -2.711 0.782
H -0.050 -3.588 2.707
H -0.716 -4.472 1.364
H 1.262 -2.292 1.389
H 0.920 -3.490 0.160
N 0.077 0.167 2.928
C 0.571 0.061 1.863

Here is a molecular structure, C26H46F9N5NbO7S from the OMol25 dataset. Energies are from wB97M-V/def2-TZVPD.

Values from the calculation:
**Kohn-Sham gap**: 0.241 hartree
**Net charge**: -1
**HOMO**: -5.198 eV
**Total energy**: -86321.5071 eV
**Lowest unoccupied orbital energy**: 1.35 eV

Geometry (Å):
C -3.873 -3.823 -0.970
C -4.637 -2.818 -2.023
C -3.603 -2.130 -3.144
C -3.792 -0.496 -3.208
C -2.468 0.380 -3.487
Nb -1.029 0.723 -1.745
C 0.536 1.114 -3.398
C 1.429 2.450 -3.226
C 3.025 2.191 -2.826
F 3.673 1.119 -3.613
F 3.208 2.092 -1.358
F 3.722 3.469 -3.235
C -0.227 -1.457 -1.826
O -0.818 -2.365 -0.853
C -0.267 -3.730 -1.032
C 0.397 -4.644 0.179
O -0.327 -4.344 -2.247
C -2.538 0.080 -0.159
C -3.823 1.016 0.106
O -3.923 2.308 0.396
N -5.200 0.306 0.168
C -6.187 1.196 -0.603
C -5.620 0.121 1.609
C -1.591 2.928 -1.648
C -1.197 3.825 -0.391
N 0.082 4.684 -0.541
N -1.112 3.260 0.983
N -2.289 4.921 -0.296
N 0.557 1.080 -0.325
C 0.701 0.068 0.583
S 1.324 -1.295 1.433
H -3.210 -4.614 -1.521
H -4.729 -4.401 -0.386
H -3.260 -3.153 -0.195
H -5.213 -2.027 -1.384
H -5.474 -3.449 -2.592
H -2.504 -2.498 -3.012
H -3.971 -2.583 -4.186
H -4.454 -0.199 -2.292
H -4.506 -0.317 -4.153
H -1.864 -0.109 -4.387
H -2.803 1.451 -3.868
H 1.294 0.196 -3.483
H 0.025 1.165 -4.476
H 1.044 3.266 -2.494
H 1.482 2.977 -4.297
H 0.958 -1.497 -1.715
H -0.435 -1.813 -2.944
H 0.847 -5.642 -0.289
H 1.280 -4.120 0.741
H -0.418 -4.985 0.980
H -2.963 -0.973 -0.532
H -2.052 -0.166 0.904
H -5.575 1.578 -1.551
H -7.066 0.539 -1.046
H -6.578 2.099 0.046
H -5.891 -1.003 1.889
H -6.598 0.759 1.776
H -4.738 0.526 2.302
H -2.769 2.966 -1.844
H -1.125 3.423 -2.630
H 0.201 5.302 0.296
H 0.061 5.225 -1.431
H -1.378 2.264 1.084
H -0.196 3.422 1.462
H -2.946 4.720 0.486
H -2.763 5.049 -1.215
C 5.901 1.431 -1.723
C 7.385 1.189 -1.924
O 8.040 0.967 -0.666
C 7.913 -0.290 -0.135
O 7.283 -1.199 -0.669
C 8.692 -0.404 1.175
F 8.475 0.653 2.010
F 10.040 -0.453 0.969
F 8.376 -1.521 1.889
H 5.737 2.253 -1.019
H 5.416 1.675 -2.673
H 5.408 0.550 -1.301
H 7.844 2.078 -2.369
H 7.570 0.354 -2.611
C 3.246 -1.223 7.492
C 1.813 -1.454 7.931
O 0.902 -1.196 6.851
C 0.771 -2.196 5.922
O 1.381 -3.261 5.972
C -0.258 -1.814 4.860
F -0.085 -0.544 4.392
F -1.535 -1.872 5.336
F -0.223 -2.627 3.766
H 3.365 -0.216 7.079
H 3.934 -1.345 8.334
H 3.539 -1.925 6.704
H 1.559 -0.754 8.734
H 1.668 -2.466 8.328

Here is a molecular structure, C26H46O2P2V from the OMol25 dataset. Energies are from wB97M-V/def2-TZVPD.

Values from the calculation:
**Kohn-Sham gap (spin up / spin down)**: 0.209 / 0.227 hartree
**Net charge**: +2
**HOMO (spin up / spin down)**: -13.807 / -13.808 eV
**Spin multiplicity**: 2
**Total energy**: -76052.7201 eV
**Lowest unoccupied orbital energy (spin up / spin down)**: -8.13 / -7.62 eV

Geometry (Å):
V 0.008 -0.274 1.801
C -0.739 -2.103 2.549
C 0.621 -2.242 2.099
C 0.578 -0.719 3.853
C -0.759 -1.147 3.612
C 1.431 -1.382 2.916
C -1.940 -2.858 2.078
H -1.714 -3.459 1.192
H -2.782 -2.184 1.850
H -2.286 -3.545 2.869
C -1.922 -0.840 4.495
H -2.859 -1.194 4.060
H -2.026 0.230 4.682
H -1.780 -1.329 5.465
C 1.035 0.109 4.997
H 0.791 -0.427 5.923
H 0.538 1.086 5.024
H 2.116 0.281 4.952
C 2.919 -1.335 2.969
H 3.270 -1.864 3.868
H 3.300 -0.307 3.031
H 3.363 -1.823 2.098
C 1.167 -3.188 1.087
H 1.688 -4.021 1.580
H 1.901 -2.682 0.446
H 0.367 -3.606 0.469
C -1.868 0.579 -4.103
C -1.831 -0.747 -4.289
C -1.003 -1.416 -5.349
C 0.427 -0.828 -5.601
C 1.139 -0.292 -4.397
C 1.112 0.996 -4.016
C 0.202 2.039 -4.610
C -1.216 1.555 -5.038
H -1.544 -1.405 -6.313
H 0.364 -0.073 -6.400
H -0.878 -2.482 -5.092
H -1.163 1.159 -6.063
H -2.491 1.023 -3.317
H -2.533 -1.407 -3.761
H -1.863 2.446 -5.092
H 0.069 2.849 -3.873
H 1.838 1.365 -3.283
H 0.689 2.510 -5.483
H 1.040 -1.649 -6.005
H 1.788 -1.011 -3.885
P -1.104 -0.218 -0.346
P 1.716 1.117 0.673
C -0.309 1.114 -1.340
C 0.776 1.972 -0.674
H -1.105 1.772 -1.719
H 0.102 0.578 -2.205
H 1.529 2.299 -1.410
H 0.321 2.871 -0.230
C 2.537 2.400 1.663
H 3.215 1.915 2.376
H 1.790 2.981 2.220
H 3.102 3.059 0.993
C 3.045 0.166 -0.135
H 3.495 0.786 -0.923
H 2.651 -0.764 -0.572
H 3.808 -0.086 0.616
C -2.875 0.157 -0.341
H -3.395 -0.660 0.183
H -3.258 0.248 -1.370
H -3.014 1.094 0.213
C -0.894 -1.772 -1.279
H 0.145 -2.119 -1.227
H -1.168 -1.627 -2.330
H -1.556 -2.532 -0.841
C -1.205 3.442 4.014
O -0.744 2.106 3.711
C -0.837 1.701 2.426
O -1.419 2.351 1.564
H -2.029 3.712 3.353
H -0.360 4.134 3.892
H -1.526 3.418 5.051

Here is a molecular structure, C26H47BBeN6O7P2 from the OMol25 dataset. Energies are from wB97M-V/def2-TZVPD.

Values from the calculation:
**Kohn-Sham gap**: 0.325 hartree
**Net charge**: 0
**HOMO**: -8.519 eV
**Total energy**: -70667.3398 eV
**Lowest unoccupied orbital energy**: 0.33 eV

Geometry (Å):
Be -0.076 -1.022 -0.184
C -3.310 2.860 -0.139
C -2.383 1.899 -0.803
C -2.195 1.684 -2.152
C -1.190 0.717 -2.249
N -0.794 0.360 -1.023
N -1.551 1.089 -0.138
B -1.314 1.079 1.391
N 0.051 1.807 1.624
N 0.485 2.616 0.625
C 1.629 3.140 1.022
C 1.974 2.641 2.299
C 0.924 1.805 2.647
C 0.744 1.025 3.902
C 2.327 4.178 0.169
C 2.458 3.673 -1.273
C 1.480 5.459 0.170
C 3.711 4.479 0.740
N -1.474 -0.426 1.861
N -1.423 -1.385 0.870
C -2.149 -2.430 1.264
C -2.675 -2.163 2.531
C -2.256 -0.893 2.860
C -2.645 -0.122 4.075
C -2.577 -3.577 0.359
C -4.098 -3.736 0.537
C -1.906 -4.898 0.748
C -2.316 -3.259 -1.116
C -0.639 0.213 -3.567
C 0.596 -0.668 -3.410
C -0.257 1.439 -4.413
C -1.738 -0.579 -4.289
H -3.916 3.354 -0.896
H -2.755 3.620 0.413
H -3.970 2.353 0.564
H -2.708 2.182 -2.957
H -2.190 1.701 1.934
H 2.805 2.920 2.929
H 1.555 1.251 4.593
H 0.741 -0.050 3.708
H -0.192 1.289 4.386
H 1.474 3.417 -1.668
H 3.079 2.778 -1.318
H 2.908 4.444 -1.903
H 0.479 5.243 -0.206
H 1.939 6.220 -0.465
H 1.387 5.863 1.180
H 4.322 3.574 0.791
H 3.642 4.904 1.743
H 4.229 5.200 0.104
H -3.318 -2.788 3.127
H -3.505 -0.600 4.539
H -2.905 0.907 3.827
H -1.840 -0.104 4.807
H -4.349 -4.086 1.539
H -4.472 -4.469 -0.181
H -4.614 -2.790 0.363
H -2.128 -5.153 1.787
H -0.825 -4.843 0.650
H -2.286 -5.699 0.110
H -2.766 -2.303 -1.397
H -2.762 -4.042 -1.733
H -1.254 -3.213 -1.339
H 1.338 -0.193 -2.770
H 1.042 -0.834 -4.393
H 0.344 -1.634 -2.979
H 0.480 2.053 -3.892
H -1.123 2.063 -4.636
H 0.176 1.109 -5.360
H -2.029 -1.455 -3.705
H -1.374 -0.918 -5.261
H -2.627 0.033 -4.449
C 3.789 -2.912 1.454
C 3.123 -2.341 0.207
O 4.005 -2.341 -0.920
P 2.613 -0.607 0.415
O 3.525 0.028 1.523
O 2.913 0.082 -0.971
O 1.166 -0.473 0.773
P 1.526 -3.251 -0.153
O 2.044 -4.301 -1.269
O 1.057 -3.887 1.081
O 0.609 -2.290 -0.937
H 4.712 -2.374 1.664
H 4.009 -3.968 1.296
H 3.117 -2.840 2.307
H 3.953 -3.216 -1.327
H 3.109 0.848 1.885
H 3.650 -0.351 -1.428
H 1.636 -4.118 -2.124

Here is 6 unconnected molecules or ions with the total composition C26H47Cl2N2O15 from the OMol25 dataset. Energies are from wB97M-V/def2-TZVPD.

Values from the calculation:
**Kohn-Sham gap**: 0.297 hartree
**Net charge**: +1
**HOMO**: -11.904 eV
**Total energy**: -86455.0175 eV
**Lowest unoccupied orbital energy**: -3.82 eV

Geometry (Å):
C -3.639 4.187 -2.128
C -3.510 2.805 -1.389
Cl -4.815 1.648 -1.700
C -2.450 2.529 -0.566
Cl -2.389 0.966 0.267
N -1.442 3.567 -0.442
C -0.393 3.576 -1.370
C 0.437 4.715 -1.051
N -0.228 5.267 0.055
C -1.345 4.607 0.456
H -4.719 4.480 -2.245
H -3.201 4.134 -3.166
H -3.148 5.018 -1.550
H -0.194 2.878 -2.208
H 1.350 5.089 -1.569
H 0.177 6.118 0.447
H -2.042 4.835 1.287
C 3.947 -1.205 -3.922
C 4.586 -0.711 -2.641
O 3.754 0.264 -1.988
C 2.713 -0.229 -1.314
O 2.425 -1.392 -1.200
O 2.022 0.809 -0.803
C 0.824 0.425 -0.135
H 3.687 -0.364 -4.569
H 4.623 -1.871 -4.459
H 3.022 -1.747 -3.718
H 5.526 -0.209 -2.876
H 4.820 -1.534 -1.963
H 1.017 -0.333 0.623
H 0.095 0.064 -0.863
H 0.415 1.307 0.357
C -9.290 -0.502 -6.909
C -9.297 0.971 -7.266
O -9.296 1.790 -6.088
C -8.117 1.915 -5.475
O -7.076 1.419 -5.823
O -8.296 2.673 -4.382
C -7.127 2.806 -3.581
H -10.112 -0.735 -6.229
H -9.387 -1.116 -7.806
H -8.366 -0.781 -6.400
H -10.214 1.209 -7.807
H -8.461 1.231 -7.918
H -6.278 3.154 -4.172
H -6.897 1.857 -3.102
H -7.336 3.545 -2.807
C -1.651 -2.471 6.327
C -1.070 -1.128 5.934
O 0.308 -1.252 5.555
C 0.529 -1.738 4.330
O -0.315 -2.064 3.532
O 1.855 -1.827 4.153
C 2.235 -2.427 2.914
H -1.038 -2.943 7.098
H -2.669 -2.357 6.703
H -1.675 -3.155 5.477
H -1.097 -0.456 6.793
H -1.649 -0.656 5.137
H 1.756 -1.929 2.071
H 1.987 -3.489 2.925
H 3.313 -2.324 2.808
C 7.168 2.762 -7.755
C 8.165 2.591 -6.626
O 7.857 3.461 -5.526
C 6.855 3.062 -4.740
O 6.208 2.054 -4.866
O 6.673 3.996 -3.795
C 5.563 3.739 -2.939
H 7.099 3.811 -8.050
H 7.462 2.168 -8.622
H 6.168 2.450 -7.449
H 9.159 2.873 -6.974
H 8.222 1.553 -6.292
H 5.619 2.741 -2.503
H 4.630 3.864 -3.492
H 5.591 4.470 -2.132
C 0.091 -7.630 11.311
C -0.729 -7.293 10.081
O -0.380 -6.002 9.564
C 0.755 -5.952 8.858
O 1.484 -6.879 8.618
O 0.954 -4.680 8.483
C 2.189 -4.465 7.799
H 0.006 -6.837 12.057
H -0.245 -8.570 11.752
H 1.149 -7.726 11.065
H -1.785 -7.244 10.350
H -0.628 -8.058 9.308
H 2.299 -5.148 6.956
H 3.023 -4.576 8.493
H 2.184 -3.444 7.420